one:
{
  "formula": "C5H7O6P",
  "method": "ωB97M-V/def2-TZVPD",
  "spin_multiplicity": 1,
  "orbital_gap_ev": 8.567,
  "symbols": ["O", "C", "C", "O", "P", "O", "C", "O", "C", "O", "C", "O", "H", "H", "H", "H", "H", "H", "H"],
  "xyz": [[-1.269, -3.625, -0.642], [-1.667, -2.527, -0.466], [-2.083, -1.280, -0.645], [-3.268, -0.801, -0.228], [-3.524, 0.658, 0.658], [-4.833, 1.119, 0.240], [-1.024, -0.007, -1.086], [-1.643, 1.285, -0.809], [0.284, -0.029, -0.293], [1.077, 1.085, -0.636], [-0.018, -0.023, 1.268], [0.007, -1.414, 1.648], [-0.738, -0.247, -2.055], [-0.948, 1.917, -1.039], [0.698, -0.899, -0.652], [1.902, 0.837, -0.970], [-0.862, 0.597, 1.350], [0.848, 0.424, 1.891], [0.723, -1.610, 2.246]]
}

=====

two:
{
  "formula": "C5H7O6P",
  "method": "ωB97M-V/def2-TZVPD",
  "spin_multiplicity": 1,
  "orbital_gap_ev": 8.494,
  "symbols": ["O", "C", "C", "O", "C", "O", "C", "C", "O", "O", "P", "O", "H", "H", "H", "H", "H", "H", "H"],
  "xyz": [[0.493, -2.655, 1.989], [0.631, -2.190, 0.870], [0.564, -1.764, -0.349], [1.486, -1.950, -1.357], [-0.528, -0.638, -0.589], [-1.748, -1.184, -0.324], [-0.014, 0.597, 0.242], [-0.981, 1.789, 0.284], [-2.036, 1.434, 1.059], [1.305, 0.896, -0.178], [2.002, 2.279, -0.633], [3.371, 1.938, -0.906], [2.192, -2.540, -1.013], [-0.534, -0.505, -1.751], [-1.820, -1.270, 0.600], [0.164, 0.175, 1.337], [-1.284, 2.060, -0.759], [-0.563, 2.628, 0.759], [-2.699, 0.902, 0.719]]
}

=====

The most stable arrangement is two, and the next structure is 0.0200 hartree less stable.

=====

one:
{
  "formula": "C3H6IN2",
  "method": "ωB97M-V/def2-TZVPD",
  "spin_multiplicity": 1,
  "total_charge": 1,
  "orbital_gap_ev": 9.844,
  "symbols": ["I", "C", "N", "C", "N", "C", "H", "H", "H", "H", "H", "H"],
  "xyz": [[-3.988, 0.038, -0.022], [-1.956, -0.253, 0.116], [-1.444, -1.411, -0.019], [0.018, -1.368, 0.021], [0.227, 0.184, -0.205], [-0.962, 0.912, 0.319], [0.258, -1.783, 1.070], [0.351, -2.093, -0.789], [0.220, 0.347, -1.184], [1.205, 0.476, -0.012], [-1.140, 1.913, -0.122], [-0.908, 1.155, 1.361]]
}

=====

two:
{
  "formula": "C3H6IN2",
  "method": "ωB97M-V/def2-TZVPD",
  "spin_multiplicity": 1,
  "total_charge": 1,
  "orbital_gap_ev": [6.060, 6.078],
  "symbols": ["C", "C", "C", "N", "N", "I", "H", "H", "H", "H", "H", "H"],
  "xyz": [[-0.172, 0.384, -1.310], [-0.151, 0.652, 0.945], [-0.140, -0.796, 0.535], [-0.167, 1.304, -0.360], [-0.343, -0.825, -0.817], [2.635, -2.100, 1.021], [-0.451, 0.618, -2.383], [-1.064, 0.879, 1.436], [0.832, 0.935, 1.637], [-0.625, -1.710, 1.054], [0.014, 2.314, -0.325], [-0.369, -1.655, -1.434]]
}

=====

The most stable arrangement is one, and the next structure is 0.0364 hartree less stable.

=====

one:
{
  "formula": "CH8N2P",
  "method": "ωB97M-V/def2-TZVPD",
  "spin_multiplicity": 1,
  "total_charge": 1,
  "orbital_gap_ev": 11.296,
  "symbols": ["C", "N", "N", "P", "H", "H", "H", "H", "H", "H", "H", "H"],
  "xyz": [[-1.303, -1.076, 0.334], [1.984, 0.934, 0.254], [-0.400, -0.167, -0.346], [-1.987, 0.555, 0.189], [-0.906, -1.419, 1.382], [-1.866, -1.951, -0.214], [0.693, 0.246, 0.065], [2.160, 1.565, 0.994], [2.707, 0.113, 0.386], [-0.407, -0.358, -1.311], [1.906, 1.365, -0.657], [-2.581, 0.192, -1.078]]
}

=====

two:
{
  "formula": "CH8N2P",
  "method": "ωB97M-V/def2-TZVPD",
  "spin_multiplicity": 1,
  "total_charge": 1,
  "orbital_gap_ev": 10.235,
  "symbols": ["N", "P", "C", "N", "H", "H", "H", "H", "H", "H", "H", "H"],
  "xyz": [[1.060, -0.776, -0.953], [1.049, 0.877, -0.625], [-0.685, 0.721, 0.190], [-0.470, -0.371, 1.183], [0.220, -1.126, -1.522], [1.910, -1.257, -1.176], [0.527, 1.549, -1.838], [-0.832, 1.747, 0.857], [-1.456, 0.436, -0.438], [-1.421, -0.646, 1.535], [-0.052, -1.192, 0.794], [0.151, 0.037, 1.992]]
}

=====

The most stable arrangement is two, and the next structure is 0.0221 hartree less stable.

=====

one:
{
  "formula": "C2H9O2",
  "method": "ωB97M-V/def2-TZVPD",
  "spin_multiplicity": 1,
  "total_charge": 1,
  "orbital_gap_ev": 13.329,
  "symbols": ["O", "H", "H", "H", "C", "O", "C", "H", "H", "H", "H", "H", "H"],
  "xyz": [[-1.238, 1.655, 1.113], [-0.220, 0.898, 0.834], [-0.976, 2.558, 1.247], [-2.144, 1.527, 1.391], [0.193, -1.040, 0.038], [0.596, 0.101, 0.943], [0.575, -0.824, -1.403], [0.567, -1.953, 0.501], [-0.901, -1.057, 0.128], [1.431, 0.378, 0.512], [1.665, -0.984, -1.479], [0.181, -1.467, -2.185], [0.273, 0.207, -1.640]]
}

=====

two:
{
  "formula": "C2H9O2",
  "method": "ωB97M-V/def2-TZVPD",
  "spin_multiplicity": 1,
  "total_charge": 1,
  "orbital_gap_ev": 13.430,
  "symbols": ["O", "H", "H", "H", "C", "O", "C", "H", "H", "H", "H", "H", "H"],
  "xyz": [[-1.391, -0.354, 1.827], [-1.116, 0.109, 0.510], [-2.201, -0.058, 2.298], [-1.573, -1.279, 2.064], [0.670, 0.836, -0.440], [-0.806, 0.531, -0.423], [1.388, -0.420, -0.906], [0.753, 1.666, -1.138], [0.849, 1.074, 0.601], [-1.218, 0.108, -1.180], [1.309, -1.190, -0.139], [0.938, -0.812, -1.824], [2.399, -0.212, -1.251]]
}

=====

The most stable arrangement is two, and the next structure is 0.0064 hartree less stable.

=====

one:
{
  "formula": "C2H3BrO3S",
  "method": "ωB97M-V/def2-TZVPD",
  "spin_multiplicity": 1,
  "orbital_gap_ev": [8.565, 8.565],
  "symbols": ["C", "C", "O", "O", "O", "S", "Br", "H", "H", "H"],
  "xyz": [[-0.035, 0.819, -0.309], [1.000, 0.187, 0.495], [-1.676, -1.579, -1.178], [-1.311, 0.591, 0.178], [-0.184, -1.505, 0.823], [-1.562, -1.259, 0.213], [2.607, -0.433, -0.111], [0.176, 1.859, -0.148], [0.005, 0.657, -1.461], [0.981, 0.663, 1.497]]
}

=====

two:
{
  "formula": "C2H3BrO3S",
  "method": "ωB97M-V/def2-TZVPD",
  "spin_multiplicity": 1,
  "orbital_gap_ev": [7.484, 7.481],
  "symbols": ["C", "C", "O", "O", "O", "S", "Br", "H", "H", "H"],
  "xyz": [[-1.026, 1.466, -0.093], [1.632, -0.968, 0.332], [-1.128, -1.307, 1.058], [-0.296, -2.004, -1.120], [-0.727, 0.472, -0.744], [-0.126, -1.190, 0.072], [1.851, 0.859, 0.744], [-0.638, 2.538, -0.385], [-1.635, 1.276, 0.810], [2.092, -1.142, -0.674]]
}

=====

The most stable arrangement is one, and the next structure is 0.0639 hartree less stable.

=====

one:
{
  "formula": "C2H8N5",
  "method": "ωB97M-V/def2-TZVPD",
  "spin_multiplicity": 1,
  "total_charge": 1,
  "orbital_gap_ev": [9.812, 9.811],
  "symbols": ["C", "C", "N", "N", "N", "N", "N", "H", "H", "H", "H", "H", "H", "H", "H"],
  "xyz": [[-0.562, -0.684, -2.478], [0.640, -0.328, 0.815], [1.577, -1.144, 0.801], [-0.047, -1.187, -1.480], [0.622, 0.487, 2.121], [-0.426, -0.102, 0.040], [-1.079, 1.058, -0.110], [-0.440, -1.195, -3.426], [-1.145, 0.240, -2.523], [1.664, -1.748, -0.004], [1.573, 0.411, 2.510], [0.343, 1.465, 1.984], [-0.028, 0.038, 2.777], [-0.635, 1.770, -0.691], [-2.059, 0.920, -0.336]]
}

=====

two:
{
  "formula": "C2H8N5",
  "method": "ωB97M-V/def2-TZVPD",
  "spin_multiplicity": 1,
  "total_charge": 1,
  "orbital_gap_ev": 10.333,
  "symbols": ["H", "N", "N", "N", "N", "C", "N", "C", "H", "H", "H", "H", "H", "H", "H"],
  "xyz": [[3.268, -0.675, 0.808], [2.648, 0.126, 0.734], [1.632, -0.012, 0.044], [1.307, -1.102, -0.639], [0.905, 1.080, -0.136], [-0.507, 0.992, -0.466], [-0.963, -0.246, 0.091], [-2.103, -0.367, 0.604], [1.861, -1.931, -0.460], [0.307, -1.241, -0.796], [1.248, 1.862, 0.412], [-1.015, 1.885, -0.085], [-0.630, 0.958, -1.558], [-2.387, -1.339, 0.978], [-2.831, 0.438, 0.683]]
}

=====

The most stable arrangement is one, and the next structure is 0.0090 hartree less stable.